[1]
Below is a structure of composition C38H19F5N2O13STa, with properties calculated with wB97M-V/def2-TZVPD.

Structure (XYZ):
```
79
Properties=species:S:1:pos:R:3:lowdin_charge:R:1
Ta 0.6504 0.1029 -0.0360 1.804
O -0.3762 0.8615 -3.6772 0.136
C -0.7452 0.2893 -2.6917 -0.497
O -0.4831 0.7729 -1.4455 -0.224
C -1.5441 -0.9565 -2.6722 -0.043
C -2.1347 -1.3466 -3.8553 0.078
C -2.8780 -2.5151 -3.9074 -0.144
C -3.0640 -3.2914 -2.7763 0.076
C -2.4838 -2.9001 -1.5943 -0.046
C -1.6090 -1.7656 -1.4886 -0.249
O -0.8823 -1.5619 -0.4689 -0.118
N -2.7352 -3.7616 -0.4331 -0.329
O -3.0605 -4.9206 -0.6559 0.051
O -2.6872 -3.2665 0.6723 0.113
N -3.4679 -2.9475 -5.1667 -0.360
O -3.2936 -2.2461 -6.1487 0.063
O -4.0447 -4.0229 -5.1900 0.056
H -1.9994 -0.7383 -4.7384 0.137
H -3.6572 -4.1916 -2.8100 0.131
F -0.3463 -1.6637 2.3961 0.042
C -1.2502 -0.6780 2.2975 -0.273
C -1.0825 0.3540 1.3770 -0.145
C -2.1871 1.1876 1.2943 -0.231
F -2.2641 2.1869 0.3947 0.068
C -3.3175 1.0722 2.0924 -0.146
F -4.3279 1.9425 1.9684 0.107
C -3.4117 0.0444 3.0047 -0.139
F -4.4972 -0.0932 3.7640 0.123
C -2.3674 -0.8560 3.0941 -0.149
F -2.4566 -1.8930 3.9279 0.121
C 1.0729 5.8721 0.3056 -0.094
C 0.0432 4.9490 0.0223 -0.079
C 0.3474 3.6455 -0.2489 -0.057
C 1.6817 3.1714 -0.2338 -0.177
C 1.9990 1.7877 -0.4514 -0.245
C 3.3235 1.4860 -0.6766 -0.146
C 4.3497 2.4457 -0.5601 -0.079
C 4.0604 3.7283 -0.2017 -0.045
C 2.7147 4.1269 -0.0464 -0.172
C 2.3757 5.4708 0.2533 -0.045
H 0.8315 6.9046 0.5276 0.095
H -0.9892 5.2757 0.0023 0.102
H -0.4384 2.9620 -0.5123 0.074
H 3.6154 0.4625 -0.8795 0.087
H 5.3789 2.1449 -0.7169 0.099
H 4.8475 4.4605 -0.0618 0.107
H 3.1771 6.1816 0.4218 0.106
O 0.3407 5.4625 6.0845 0.105
C 1.3835 4.5979 6.1567 -0.484
O 2.1958 4.7332 7.0308 0.104
C 1.4389 3.5195 5.1305 -0.146
C 0.6151 3.4700 4.0097 -0.016
C 0.7276 2.4462 3.0853 -0.086
C 1.6828 1.4450 3.2421 -0.587
S 1.9828 0.1308 2.1160 0.720
C 2.4995 1.4890 4.3802 -0.108
C 2.3828 2.5071 5.3029 -0.015
H -0.2575 5.1870 5.3813 0.081
H -0.1179 4.2404 3.7901 0.112
H 0.0689 2.4521 2.2331 0.072
H 3.2401 0.7132 4.5277 0.098
H 3.0252 2.5394 6.1723 0.119
O 1.8129 -0.6756 -1.9322 -0.012
C 1.6455 -1.7792 -1.3733 -0.536
O 1.5622 -1.7153 -0.0628 -0.199
C 1.3129 -3.0232 -2.0589 -0.138
C 1.2327 -3.0140 -3.4474 0.008
C 0.6612 -4.0830 -4.1364 0.034
C 0.1809 -5.1186 -3.3684 -0.206
O -0.4728 -6.2314 -3.7914 0.045
C -0.8796 -6.9310 -2.6041 -0.114
O -0.2763 -6.2812 -1.4935 0.038
C 0.2880 -5.1366 -1.9825 -0.198
C 0.8453 -4.1034 -1.2875 0.093
H 1.5540 -2.1293 -3.9808 0.130
H 0.5543 -4.0827 -5.2117 0.125
H -0.5177 -7.9572 -2.6610 0.136
H -1.9667 -6.8777 -2.5138 0.135
H 0.8683 -4.0670 -0.2078 0.146
```

Values from the calculation:
E = -95286.3507 eV
gap between HOMO and LUMO = 6.767 eV
E_LUMO = 1.2 eV
total charge = -1
ΔE to the lowest compared entry with this formula, charge and spin = 26.4 kcal/mol
highest occupied orbital energy = -5.6 eV

=====

[2]
Below is a structure of composition C38H21Br4IrN4O8S3, with properties calculated with wB97M-V/def2-TZVPD.

Structure (XYZ):
```
79
Properties=species:S:1:pos:R:3:mulliken_spin:R:1
Ir -0.3625 0.7368 0.3556 0.576
O -1.4513 0.7041 6.4395 0.000
C -1.1935 0.6714 5.1122 -0.001
C -2.1884 0.4404 4.1642 0.000
C -1.8292 0.4268 2.8390 -0.005
N -0.5668 0.5872 2.4344 0.041
C 0.3743 0.8699 3.3334 0.008
C 0.1047 0.9078 4.6844 0.008
C 1.7409 1.1891 2.7532 0.001
O 2.6561 1.4422 3.5262 0.009
O 1.7543 1.1203 1.4869 0.171
C -2.8485 0.3510 1.7289 0.013
O -4.0061 0.0751 1.9481 0.011
O -2.3528 0.6601 0.5633 -0.009
H -2.3936 0.5683 6.5866 0.000
H -3.2326 0.3071 4.4179 0.000
H 0.9070 1.1508 5.3663 0.001
Br 3.5051 -0.1489 -5.4840 0.001
C 2.0945 0.2164 -4.2797 0.004
C 0.8769 0.6934 -4.7419 -0.004
Br 0.5881 0.9905 -6.5854 0.000
C -0.1519 0.9671 -3.8290 0.002
Br -1.8463 1.6037 -4.3578 0.001
C 0.0508 0.7909 -2.4740 -0.002
O -0.8684 1.0539 -1.5564 -0.005
C 1.2908 0.3189 -1.9965 0.007
O 1.4221 0.1971 -0.6957 0.126
C 2.2933 0.0202 -2.9079 0.003
Br 3.9289 -0.5833 -2.1843 0.001
O -0.5683 2.6669 0.7742 0.049
C -0.0491 3.8473 0.2151 0.002
C 0.6703 4.5896 1.3349 0.001
C 1.7926 5.3577 1.3266 -0.001
C 2.1054 5.8976 2.6086 0.000
C 1.2106 5.5240 3.5596 0.000
S -0.0089 4.5086 2.9162 -0.001
C 0.8966 3.6631 -0.9586 0.008
C 2.1351 3.0933 -0.9353 0.000
C 2.7715 3.1154 -2.2060 0.002
C 2.0103 3.7185 -3.1614 0.000
S 0.5094 4.2368 -2.5334 0.000
C -1.2494 4.6777 -0.2183 -0.004
C -1.3912 6.0323 -0.2642 0.001
C -2.6452 6.4322 -0.7999 0.000
C -3.4187 5.3636 -1.1435 0.000
S -2.6480 3.8763 -0.8040 0.001
H 2.3777 5.5257 0.4348 0.000
H 2.9690 6.5160 2.8089 0.000
H 1.2236 5.7642 4.6106 0.000
H 2.5540 2.6420 -0.0484 -0.002
H 3.7461 2.6871 -2.3977 0.000
H 2.2400 3.8510 -4.2072 0.000
H -0.6189 6.7108 0.0707 0.000
H -2.9553 7.4611 -0.9181 0.000
H -4.4134 5.3772 -1.5602 0.000
N 0.4936 -6.3541 -0.0440 0.000
C 0.1945 -7.6115 -0.5198 0.000
C 0.7580 -8.8636 -0.2953 0.000
C 0.1832 -9.9282 -0.9605 0.000
C -0.9140 -9.7530 -1.8201 0.000
C -1.4658 -8.5075 -2.0380 0.000
C -0.8994 -7.4192 -1.3748 0.000
N -1.2468 -6.0817 -1.4119 0.000
C -0.4027 -5.4867 -0.6161 0.003
C -0.3959 -4.0436 -0.3465 -0.006
C 0.4972 -3.4580 0.5464 0.006
C 0.4538 -2.0956 0.7460 -0.010
N -0.4326 -1.3240 0.1167 -0.003
C -1.2912 -1.8665 -0.7524 -0.017
C -1.3023 -3.2232 -1.0070 0.006
H 1.2356 -6.1159 0.5879 0.000
H 1.6047 -9.0013 0.3643 0.000
H 0.5879 -10.9217 -0.8183 0.000
H -1.3303 -10.6170 -2.3213 0.000
H -2.3087 -8.3643 -2.7004 0.000
H 1.2420 -4.0293 1.0826 0.001
H 1.1591 -1.5814 1.3871 0.004
H -1.9642 -1.1718 -1.2392 0.005
H -1.9977 -3.6455 -1.7168 0.000
```

Values from the calculation:
<S²> = 0.756
E = -377605.6610 eV
gap between HOMO and LUMO (alpha / beta) = 6.045 / 5.913 eV
E_LUMO (alpha / beta) = 1.1 / 1.0 eV
spin multiplicity = 2
total charge = -1
ΔE to the lowest compared entry with this formula, charge and spin = 26.6 kcal/mol
highest occupied orbital energy (alpha / beta) = -4.9 / -4.9 eV

=====

[3]
Below is a structure of composition C38H21CrF2N4O4S2, with properties calculated with wB97M-V/def2-TZVPD.

Structure (XYZ):
```
72
Properties=species:S:1:pos:R:3:mulliken_spin:R:1
Cr 0.6129 0.4647 0.7927 3.333
F -1.7266 -2.2289 4.8766 -0.001
C -0.5866 -1.7682 4.2133 -0.018
C -0.6552 -0.8791 3.1341 0.074
C 0.5380 -0.7657 2.4124 -0.195
C 1.7773 -1.0845 3.0207 -0.011
C 1.7143 -2.0690 4.0051 -0.016
F 2.8271 -2.7275 4.4133 -0.001
C 0.5493 -2.4358 4.6444 0.024
C 2.9478 -0.4097 2.4838 0.039
C 4.2875 -0.6529 2.8142 -0.004
C 5.2776 0.0575 2.1424 0.002
C 4.9649 1.0940 1.2943 0.001
C 3.6173 1.3937 1.1409 0.020
N 2.6520 0.6179 1.6391 -0.045
H -1.5197 -0.3190 2.8916 -0.003
H 0.4558 -3.2442 5.3825 0.002
H 4.5139 -1.3239 3.6609 0.001
H 6.2907 -0.2835 2.1891 0.000
H 5.7061 1.7251 0.8631 -0.001
H 3.3101 2.2961 0.5465 0.005
C -0.8136 3.4363 3.7137 -0.019
C -1.0957 4.5092 2.9060 0.028
C -0.8935 4.4044 1.5191 -0.014
C -0.2695 3.2484 0.9908 -0.066
C -0.0626 2.1160 1.8622 -0.093
C -0.2339 2.2533 3.2186 0.007
C -0.2128 2.9771 -0.4451 0.056
C -0.7300 3.9214 -1.3819 -0.003
C -0.9262 3.5503 -2.6947 0.011
C -0.5173 2.2996 -3.1443 -0.002
C -0.4439 1.9371 -4.4828 0.004
C -0.2282 0.6169 -4.8930 -0.004
C -0.2868 -0.3669 -3.9182 -0.001
C -0.1931 -0.0593 -2.5913 -0.009
C -0.1848 1.2865 -2.1413 0.033
N 0.0509 1.7087 -0.8416 -0.082
H -1.0008 3.3991 4.7765 -0.001
H -1.3472 5.5106 3.3229 0.002
H -1.1423 5.2296 0.8750 -0.001
H 0.0972 1.4810 3.9202 0.001
H -0.7796 4.8968 -0.9992 0.000
H -1.4369 4.2632 -3.3566 0.001
H -0.4849 2.6940 -5.2591 0.000
H -0.0019 0.3698 -5.9401 0.000
H -0.3051 -1.4283 -4.2047 0.000
H -0.1670 -0.8359 -1.8665 0.005
S 1.8089 -1.4720 -0.3512 -0.043
C 3.0674 -0.8477 -1.3088 0.012
S 3.2029 0.7822 -1.7695 0.010
C 4.1086 -1.7045 -1.7173 -0.003
C 4.2245 -3.0902 -1.5665 0.003
N 4.3502 -4.2391 -1.4785 0.001
C 5.1858 -1.2514 -2.4528 -0.004
N 6.1753 -1.0080 -3.0272 0.001
O -2.9221 0.6685 1.0475 0.000
C -2.3728 -0.2046 0.3658 0.010
O -1.1114 -0.5784 0.1915 -0.049
C -3.3088 -1.1271 -0.4383 -0.003
C -4.6560 -0.7404 -0.6677 0.000
C -5.4753 -1.5997 -1.3743 0.000
C -4.8672 -2.6588 -2.0375 0.001
O -5.4318 -3.6059 -2.8847 0.000
C -4.3946 -4.5953 -3.1831 0.000
O -3.1664 -4.1270 -2.5212 0.000
C -3.5351 -3.0177 -1.8820 0.001
C -2.7437 -2.2672 -1.0133 0.004
H -4.9044 0.1474 -0.1790 0.000
H -6.5370 -1.3959 -1.5052 0.000
H -4.2088 -4.7236 -4.2892 0.000
H -4.6543 -5.5665 -2.7301 0.000
H -1.7787 -2.6529 -0.7333 -0.001
```

Values from the calculation:
<S²> = 3.804
E = -109424.9629 eV
gap between HOMO and LUMO (alpha / beta) = 5.612 / 5.598 eV
E_LUMO (alpha / beta) = 4.0 / 4.0 eV
spin multiplicity = 4
total charge = -2
ΔE to the lowest compared entry with this formula, charge and spin = 25.2 kcal/mol
highest occupied orbital energy (alpha / beta) = -1.6 / -1.6 eV